Entry 1:
Molecular formula: C27H52MoP2Si
Method: DFT, ωB97M-V/def2-TZVPD

Each line ends with the Mulliken spin population.
Cartesian coordinates (Å):
Mo1 0.104855 -0.303424 1.942431  2.167
C1 -0.492839 -2.334144 2.651319  0.002
C2 0.866692 -2.411676 2.184129  -0.052
C3 0.814820 -0.916363 3.960287  0.157
C4 -0.529963 -1.416551 3.759063  -0.245
C5 1.670935 -1.545496 2.995366  0.017
C6 -1.621435 -3.185903 2.178967  0.004
H1 -1.386019 -3.661380 1.222805  0.006
H2 -2.546203 -2.612581 2.064466  -0.009
H3 -1.821603 -3.984519 2.904291  -0.003
C7 -1.729857 -1.102823 4.585995  0.004
H4 -2.645475 -1.319349 4.028783  0.001
H5 -1.743494 -0.052209 4.888331  -0.007
H6 -1.764853 -1.693686 5.510460  -0.003
C8 1.290970 -0.012169 5.047357  0.128
H7 1.346079 -0.522618 6.018636  0.001
H8 0.627488 0.846286 5.163214  -0.023
H9 2.292365 0.369331 4.818226  -0.015
C9 3.162275 -1.533209 3.031713  -0.020
H10 3.507826 -2.193344 3.838953  -0.003
H11 3.572667 -0.539591 3.234571  -0.004
H12 3.595125 -1.910222 2.101043  0.003
C10 1.420516 -3.444794 1.259572  0.022
H13 1.782339 -4.306584 1.844194  0.007
H14 2.276451 -3.062380 0.686570  -0.016
H15 0.666189 -3.816012 0.558042  0.001
C11 -1.832246 0.469808 -5.202892  0.000
C12 -1.743020 -0.865573 -5.253386  0.000
C13 -0.768046 -1.656567 -6.077638  0.000
C14 0.531519 -0.936505 -6.481927  0.000
C15 1.348656 -0.395212 -5.342325  0.001
C16 1.243755 0.790293 -4.733987  0.000
C17 0.296959 1.896798 -5.100999  0.001
C18 -0.961269 1.483548 -5.886165  0.000
H16 -1.261874 -1.998649 -7.003534  0.000
H17 0.310212 -0.188377 -7.248411  0.000
H18 -0.503602 -2.577427 -5.535779  0.000
H19 -0.678403 1.198320 -6.903540  0.000
H20 -2.672989 0.918337 -4.656501  0.000
H21 -2.511283 -1.470698 -4.755044  0.000
H22 -1.572647 2.391631 -5.995384  0.000
H23 -0.013906 2.424765 -4.186667  0.000
H24 1.976503 1.056484 -3.959374  -0.002
H25 0.834980 2.649015 -5.703105  0.000
H26 1.161739 -1.689029 -6.978288  0.000
H27 2.160892 -1.069701 -5.038221  0.000
P1 -0.885437 -0.450183 -0.394156  -0.109
P2 1.934605 0.917840 0.741521  -0.139
C19 0.050445 0.767641 -1.442599  0.022
C20 0.987073 1.715166 -0.642687  0.044
H28 -0.704490 1.356811 -2.000341  -0.003
H29 0.627690 0.199200 -2.199332  0.004
H30 1.749735 2.156253 -1.311177  -0.001
H31 0.403303 2.547609 -0.207993  -0.020
C21 2.715420 2.233408 1.728045  0.036
H32 3.374513 1.756522 2.469707  0.000
H33 1.963637 2.827120 2.270878  -0.008
H34 3.319684 2.895890 1.086084  0.001
C22 3.264889 0.043393 -0.126936  0.026
H35 3.696787 0.723414 -0.879070  -0.002
H36 2.868117 -0.854495 -0.626000  -0.008
H37 4.041643 -0.258246 0.590486  0.003
C23 -2.618400 0.125279 -0.335130  0.020
H38 -3.154402 -0.513606 0.382843  0.001
H39 -3.105123 0.035267 -1.320417  -0.001
H40 -2.687523 1.164356 0.015254  -0.008
C24 -0.891064 -2.017029 -1.297835  0.022
H41 0.114214 -2.464117 -1.272435  -0.005
H42 -1.197426 -1.855693 -2.345908  0.002
H43 -1.595577 -2.704637 -0.807604  0.001
C25 -0.682048 2.693386 4.259162  0.029
Si1 -1.231293 1.851847 2.629139  -0.065
C26 -3.107536 1.586494 2.896066  -0.018
C27 -1.249971 3.352426 1.430841  0.055
H44 -0.938038 2.126624 5.162801  0.003
H45 -1.192393 3.667956 4.327052  -0.001
H46 0.394653 2.896239 4.302599  -0.003
H47 -3.577689 2.557683 3.118579  -0.003
H48 -3.606130 1.172205 2.013041  0.002
H49 -3.317477 0.916505 3.736341  0.002
H50 -1.935327 4.098284 1.866217  -0.003
H51 -0.273693 3.840895 1.323328  0.001
H52 -1.617139 3.126462 0.424051  0.000

Atoms 1-2, force components in eV/Å:
-1.68 2.23 -2.67
1.02 -0.45 -0.07

Values from the calculation:
**2S+1**: 3
**Total charge**: +2
**Orbital gap (spin up / spin down)**: 4.85 / 5.33 eV
**LUMO level (spin up / spin down)**: -8.44 / -7.96 eV
**Relative energy (zero: lowest compared OMol25 entry of this formula, charge and spin)**: 0.0 kcal/mol



Entry 2:
Molecular formula: C27H52NO11PS
Method: DFT, ωB97M-V/def2-TZVPD

Each line ends with the Mulliken charge.
Cartesian coordinates (Å):
C1 1.543790 2.540878 3.018654  -1.402
C2 2.354184 1.272956 3.211183  0.464
C3 3.509344 1.100976 2.218599  -1.193
C4 3.709000 -0.329069 1.705244  -0.582
C5 3.159558 -0.661608 0.328825  -1.776
C6 1.666311 -0.853902 0.211391  1.326
C7 1.271772 -2.204201 0.883877  0.090
C8 0.379025 -2.135528 2.076316  0.907
C9 0.956490 -2.144766 3.459440  -1.902
N1 -0.868619 -2.113981 1.893355  -0.593
O1 0.915603 0.305982 0.522552  -0.436
C10 1.264376 1.144836 -0.516098  0.372
O2 1.398585 2.336154 -0.461985  -0.548
O3 1.499450 0.393936 -1.606830  -0.350
C11 1.236112 -0.971547 -1.235117  -0.405
P1 -0.647174 -1.092471 -1.418867  0.492
S1 -1.356757 0.246222 -2.657137  -0.446
H1 0.812934 2.438716 2.242050  0.282
H2 2.202422 3.350082 2.756924  0.367
H3 1.015651 2.754019 3.930842  0.398
H4 1.691756 0.441794 3.050552  -0.563
H5 2.743084 1.213370 4.212155  0.699
H6 3.339470 1.767375 1.394966  0.449
H7 4.414058 1.374871 2.730799  0.535
H8 3.321689 -1.031489 2.425165  0.120
H9 4.762992 -0.516640 1.644293  0.511
H10 3.530796 0.086973 -0.348202  0.533
H11 3.591339 -1.598708 0.035597  0.690
H12 0.722561 -2.789262 0.172426  -0.924
H13 2.130040 -2.785846 1.149541  0.799
H14 1.981454 -2.463089 3.464971  0.329
H15 0.844517 -1.193656 3.938215  0.389
H16 0.400005 -2.853753 4.039745  0.611
H17 -1.357324 -2.068847 2.779449  0.275
H18 1.795509 -1.628856 -1.863946  0.690
H19 -1.256926 -0.937003 -0.181574  -0.020
H20 -0.965052 -2.350680 -1.926482  -0.085
O4 0.240939 -4.500765 -2.268541  -0.544
C12 -0.406197 -5.101267 -1.454176  0.619
O5 0.036888 -5.137943 -0.183444  -0.221
C13 -0.734683 -5.665211 0.900758  -0.268
C14 -0.580082 -7.166516 1.023971  -1.232
C15 -1.642280 -5.871746 -1.845080  -1.183
H21 -1.776660 -5.358424 0.814000  0.437
H22 -0.341132 -5.177310 1.789651  0.199
H23 -0.948713 -7.683246 0.138314  0.310
H24 -1.128542 -7.534594 1.890957  0.402
H25 0.471627 -7.428197 1.136877  0.321
H26 -1.337850 -6.844932 -2.225969  0.266
H27 -2.142764 -5.328792 -2.641315  0.311
H28 -2.358799 -6.002601 -1.037326  0.472
O6 -0.253662 -6.070838 -4.956048  -0.544
C16 0.290020 -5.289731 -5.685113  0.626
O7 -0.052478 -5.286058 -6.991378  -0.383
C17 0.390836 -4.290351 -7.913497  -0.397
C18 1.751969 -4.618321 -8.491540  -0.930
C19 1.395960 -4.373319 -5.205854  -0.163
H29 0.363017 -3.301250 -7.455296  0.366
H30 -0.353752 -4.288451 -8.707025  0.307
H31 2.519753 -4.647000 -7.718884  0.269
H32 2.039340 -3.875219 -9.235619  0.348
H33 1.731438 -5.599398 -8.964979  0.297
H34 2.336450 -4.922596 -5.217035  0.266
H35 1.169432 -4.070790 -4.188085  -0.292
H36 1.501871 -3.463740 -5.793249  0.311
O8 0.192111 3.973667 5.511407  -0.594
C20 -0.888056 4.502233 5.512067  0.888
O9 -1.627368 4.533426 4.392493  -0.378
C21 -2.988894 4.989794 4.403471  -0.460
C22 -3.098784 6.493934 4.265703  -0.880
C23 -1.408178 5.208806 6.746005  -1.211
H37 -3.503329 4.618038 5.291116  0.381
H38 -3.455357 4.511596 3.545099  0.312
H39 -2.624189 7.011210 5.101463  0.336
H40 -4.144960 6.794786 4.220511  0.348
H41 -2.604121 6.823515 3.353708  0.218
H42 -0.994444 6.215284 6.771891  0.281
H43 -1.063752 4.662164 7.619544  0.339
H44 -2.491877 5.264238 6.803748  0.344
O10 -3.638149 6.067217 0.844806  -0.559
C24 -2.999012 5.907625 -0.158228  0.857
O11 -1.752456 6.404110 -0.213425  -0.393
C25 -0.846491 6.120111 -1.282703  -0.287
C26 -1.045183 7.060158 -2.454015  -1.013
C27 -3.587946 5.238122 -1.377967  -1.091
H45 -0.911285 5.073756 -1.573017  0.313
H46 0.144357 6.263921 -0.858663  0.292
H47 -2.038042 6.954147 -2.891172  0.273
H48 -0.304817 6.862207 -3.229129  0.359
H49 -0.943942 8.095230 -2.127754  0.309
H50 -4.153305 5.977987 -1.943077  0.281
H51 -4.263087 4.456173 -1.042734  0.308
H52 -2.853414 4.770912 -2.027111  0.359

Atoms 1-2, force components in eV/Å:
0.31 -0.43 0.49
-0.06 -0.08 -0.90

Values from the calculation:
**Orbital gap**: 8.74 eV
**LUMO level**: 0.43 eV